[1]
Density functional theory data (the ωB97M-V functional and the def2-TZVPD basis) for a structure of composition C22H30N7O2Pt at a distorted geometry.

Atoms and positions in Å:
Pt -0.257 -0.676 -0.715
C -3.336 -0.180 -1.745
N -3.393 0.691 -0.574
C -4.682 1.114 -0.055
C -4.331 2.253 0.883
N -2.869 2.209 0.927
C -2.184 3.176 1.794
C -2.351 1.342 0.034
N -1.080 1.133 -0.286
C 0.026 2.059 -0.019
C 0.900 1.912 -1.204
N 1.213 0.470 -1.357
C 2.391 0.131 -2.060
N 2.667 -1.073 -2.554
C 1.861 -2.270 -2.607
C 4.006 -1.118 -3.172
C 4.475 0.323 -3.065
N 3.385 0.987 -2.316
C 3.642 2.395 -1.967
H -4.315 -0.628 -1.884
H -2.611 -0.975 -1.631
H -3.079 0.411 -2.630
H -5.172 0.276 0.451
H -5.331 1.414 -0.880
H -4.732 2.125 1.888
H -4.669 3.225 0.516
H -2.820 3.346 2.660
H -2.054 4.128 1.277
H -1.227 2.799 2.131
H 0.555 1.768 0.890
H -0.275 3.100 0.066
H 1.767 2.529 -1.046
H 0.390 2.264 -2.105
H 1.813 -2.763 -1.637
H 2.332 -2.964 -3.298
H 0.869 -2.067 -2.995
H 3.926 -1.460 -4.201
H 4.644 -1.816 -2.634
H 4.604 0.804 -4.032
H 5.408 0.420 -2.515
H 4.624 2.635 -2.362
H 3.682 2.551 -0.891
H 2.931 3.071 -2.433
O -0.475 -4.537 -1.173
C -0.512 -3.457 -0.698
O -0.847 -2.333 -1.420
C -0.203 -3.106 0.696
C 0.151 -4.060 1.633
C 0.419 -3.644 2.908
C 0.239 -2.294 3.267
C 0.416 -1.870 4.608
C 0.157 -0.586 4.971
C -0.306 0.329 4.003
C -0.462 -0.038 2.693
C -0.177 -1.351 2.289
N -0.323 -1.798 0.977
H 0.211 -5.093 1.317
H 0.746 -4.352 3.661
H 0.742 -2.597 5.342
H 0.279 -0.271 5.998
H -0.556 1.336 4.315
H -0.840 0.651 1.968

Values from the calculation:
Frontier orbital gap = 5.0 eV
E_tot = -41044.3214 eV
Total charge = +3

[2]
Density functional theory data (the ωB97M-V functional and the def2-TZVPD basis) for a structure of composition C22H30NdO2Si at a distorted geometry.

Atoms and positions in Å:
C -0.326 -2.123 0.707
C 0.515 -2.425 -0.403
C 1.677 -3.106 0.078
H 0.277 -2.204 -1.443
C 1.502 -3.312 1.479
C 0.247 -2.723 1.849
H -0.252 -2.834 2.822
H -1.292 -1.629 0.662
H 2.487 -3.459 -0.558
H 2.269 -3.726 2.148
Nd 1.846 -0.769 1.314
C 1.258 1.497 0.687
H 1.232 1.226 1.747
H 0.683 2.430 0.534
H 2.205 1.633 0.141
Si -0.404 0.698 -1.443
C -1.371 2.096 -2.174
C -2.544 1.565 -2.741
H -2.839 0.534 -2.551
C -3.262 2.313 -3.666
H -4.158 1.850 -4.105
C -2.885 3.640 -3.944
H -3.520 4.241 -4.650
C -1.859 4.233 -3.168
H -1.720 5.313 -3.192
C -1.033 3.451 -2.337
H -0.128 3.844 -1.863
C 1.270 0.323 -2.235
C 1.067 -0.002 -3.583
H 0.240 0.436 -4.125
C 1.870 -0.970 -4.194
H 1.613 -1.302 -5.209
C 2.900 -1.551 -3.488
H 3.423 -2.415 -3.894
C 3.271 -1.060 -2.247
H 4.123 -1.441 -1.690
C 2.495 -0.058 -1.648
H 2.827 0.341 -0.700
H -0.578 0.354 0.069
H -1.087 -0.374 -2.055
C -2.863 -1.372 3.416
O -1.546 -0.841 3.450
C -1.491 0.571 3.330
C -0.083 1.000 3.716
O 0.912 0.038 3.202
C 1.465 -0.896 4.151
H -3.520 -0.926 4.183
H -2.754 -2.434 3.620
H -3.352 -1.258 2.434
H -1.660 0.891 2.290
H -2.210 1.067 4.002
H 0.177 1.986 3.287
H 0.052 1.040 4.807
H 1.920 -0.313 4.961
H 0.656 -1.538 4.522
H 2.257 -1.547 3.698

Values from the calculation:
Spin multiplicity = 4
Frontier orbital gap (spin up / spin down) = 6.4 / 6.6 eV
E_tot = -50538.4720 eV
Total charge = +1